[1]
C48H65N5O2P2PbSi as an isolated structure. Source: the OMol25 dataset; level of theory: ωB97M-V/def2-TZVPD.

The geometry in XYZ format:
```
124
Properties=species:S:1:pos:R:3:mulliken_charge:R:1
Pb 1.276 -0.654 -0.002 1.72
P -0.071 1.419 -1.361 -0.47
P -0.413 -1.036 2.539 0.43
Si 0.000 2.315 2.155 0.95
O 1.404 1.570 1.456 -0.50
O 2.733 2.364 3.020 -0.27
N 3.703 -0.079 -1.460 0.04
N 2.688 1.608 2.146 0.16
N 6.106 3.933 -0.746 -0.49
N -1.206 -5.636 -3.642 -0.44
N 0.012 -2.366 -1.380 0.83
C -4.891 -2.016 2.352 -0.80
C 2.113 5.058 -1.274 -0.83
C -1.470 1.951 1.030 0.49
C -0.441 0.406 6.378 -0.95
C 0.253 4.144 2.285 -0.97
C 5.290 -0.129 -3.251 -0.83
C -1.567 1.633 -0.339 0.05
C 1.929 3.536 -1.182 0.62
C 2.763 -3.418 3.793 -1.05
C -2.685 -1.814 1.085 1.46
C 0.517 -4.447 -2.467 -1.16
C -1.342 1.646 -3.957 -0.90
C 1.193 -4.886 2.491 -1.27
C 0.501 -2.536 3.101 0.03
C -1.706 -3.558 -2.547 -1.39
C 4.211 -0.649 -2.557 -0.45
C -4.224 -1.849 0.983 -1.07
C 0.739 0.267 -3.702 0.13
C 5.863 1.053 -2.811 -0.50
C -0.895 -0.322 -5.510 -0.48
C -0.040 5.411 -2.521 -0.95
C 0.594 3.095 -1.811 0.48
C -2.821 1.450 -0.921 0.30
C 0.862 -3.350 -1.722 -0.47
C -0.261 2.311 4.940 -0.93
C -3.986 1.607 -0.184 -1.11
C -0.812 -4.582 -2.912 0.65
C 4.269 1.038 -1.025 -0.30
C -0.319 0.100 3.979 -0.42
C -0.230 1.493 3.809 0.39
C 0.535 0.118 -5.218 -1.02
C 5.805 2.909 -1.164 -0.15
C -0.463 4.198 -1.677 -0.65
C 1.969 -2.184 3.375 -0.52
C -0.556 0.742 -2.998 1.02
C -4.095 -2.999 3.198 -0.98
C 0.385 -3.662 2.069 -0.26
C 5.334 1.653 -1.674 0.45
C -1.885 0.786 -5.109 -1.12
C -2.708 -2.432 3.552 -0.66
C -1.256 -2.502 -1.798 -0.20
C -0.371 1.779 6.216 -0.96
C -2.663 2.111 1.744 -0.89
C -0.415 -0.424 5.267 -0.48
C 2.652 -4.524 2.749 -0.52
C -2.222 -1.428 2.492 0.41
C -3.908 1.951 1.153 -0.61
C 1.486 5.592 -2.555 -0.85
H 2.428 -1.766 2.466 -0.16
H -0.519 -0.023 7.367 0.50
H 2.737 3.049 -1.731 -0.09
H -0.421 5.294 -3.538 0.31
H -2.628 2.355 2.801 0.57
H -0.517 6.303 -2.114 0.48
H 1.260 -5.196 -2.701 0.42
H 3.175 5.294 -1.217 0.57
H 5.668 -0.636 -4.126 0.48
H 1.737 6.641 -2.702 0.53
H -4.947 1.467 -0.661 0.47
H 3.806 -3.146 3.958 0.41
H 0.756 -5.305 3.403 0.43
H -2.839 0.342 -4.815 0.33
H 1.885 -3.250 -1.370 0.46
H 3.863 1.483 -0.126 0.65
H 0.729 1.069 -5.719 0.45
H -0.683 4.631 2.566 0.47
H -1.451 3.854 -1.985 0.26
H -2.005 -3.261 3.654 0.05
H 1.037 -0.694 -3.273 -0.10
H -2.156 2.181 -3.470 0.35
H -2.667 -0.451 2.713 0.60
H -4.950 -1.052 2.868 0.25
H 0.752 -3.311 1.094 -0.02
H -0.563 -6.367 -3.892 0.20
H -4.629 -3.255 4.113 0.53
H 2.037 -1.408 4.141 0.38
H -4.585 -0.938 0.503 0.16
H 3.115 -4.186 1.814 0.15
H 1.260 -0.592 -5.617 0.50
H -1.104 -1.240 -4.949 0.12
H 1.017 4.420 3.011 0.44
H 0.064 -2.898 4.036 1.19
H -2.263 -2.785 0.813 0.18
H -2.903 1.187 -1.966 0.22
H 1.561 0.965 -3.505 -0.32
H -1.018 -0.574 -6.563 0.49
H -0.673 2.414 -4.353 0.46
H -5.918 -2.355 2.224 0.56
H 0.780 2.956 -2.881 0.73
H 2.012 3.210 -0.146 -0.65
H -2.745 -3.601 -2.843 0.45
H -0.188 3.385 4.832 0.47
H 1.644 5.554 -0.420 0.25
H -4.807 2.087 1.738 0.50
H 6.696 1.503 -3.333 0.53
H -0.476 -1.492 5.421 0.44
H -1.950 -1.726 -1.502 0.46
H -0.662 -3.936 1.916 0.19
H -4.520 -2.679 0.339 0.43
H 3.209 -5.405 3.069 0.45
H -1.171 -0.135 -2.781 0.35
H 1.913 5.057 -3.410 0.24
H 1.116 -5.661 1.726 0.43
H -2.096 1.430 -5.964 0.50
H 3.729 -1.558 -2.896 0.48
H -3.981 -3.932 2.637 0.34
H -2.283 -1.084 0.376 -1.80
H 2.379 -3.782 4.751 0.40
H -2.746 -1.932 4.521 0.50
H -0.391 2.434 7.076 0.48
H 0.548 4.547 1.317 -0.19
H -2.158 -5.730 -3.950 0.21
H -0.556 4.470 -0.622 0.15
```

## Properties
charge	+2
energy above the lowest of the compared OMol25 structures with the same formula, charge and spin	0.0	kJ/mol
LUMO	-5.18	eV
HOMO-LUMO gap	7.977	eV

[2]
C48H68CoGeN6O5P3S as an isolated structure at a distorted geometry. Source: the OMol25 dataset; level of theory: ωB97M-V/def2-TZVPD.

The geometry in XYZ format:
```
133
Properties=species:S:1:pos:R:3:lowdin_spin:R:1
Ge -0.041 -1.184 0.186 0.17
Co 0.396 1.658 0.062 1.18
S -2.864 3.032 0.188 0.01
P -2.980 -0.113 -1.032 0.06
P 2.391 0.676 -1.473 0.05
P 0.823 1.404 2.274 -0.01
O 0.160 3.816 2.014 0.00
O 1.509 3.276 -0.461 0.02
O -3.721 2.347 1.113 0.00
O 1.510 5.081 -1.751 0.00
O -3.091 2.759 -1.213 0.01
N -0.379 2.025 -1.738 -0.01
N 1.055 -1.461 2.008 0.07
N 0.491 -3.531 0.457 0.00
N -1.302 2.802 0.625 0.02
N 1.148 -1.798 -1.399 0.07
N -1.814 -2.404 0.054 0.11
C 1.907 -2.516 2.077 0.01
C -2.878 -5.172 2.265 0.00
C -2.319 -0.527 -2.766 0.00
C 5.070 -0.474 -1.938 0.00
C -4.839 0.163 -1.274 0.01
C -0.601 -4.078 1.173 0.03
C 2.825 1.800 4.391 0.00
C -2.919 4.781 0.561 0.00
C 3.714 -4.679 1.895 0.01
C -1.636 -5.675 2.627 0.03
C 3.899 2.738 -2.648 0.00
C -3.590 7.036 0.851 0.00
C -5.595 -0.764 -2.225 0.00
C 0.583 -4.021 -0.875 0.01
C -3.076 -1.781 -0.222 0.01
C -2.991 -4.096 1.410 0.02
C 1.746 -0.864 -2.315 0.00
C -2.422 7.294 1.554 0.00
C 2.993 -2.642 2.964 0.01
C 1.708 -3.585 1.178 0.01
C 3.087 1.010 -4.297 0.00
C -2.706 0.588 -3.746 0.00
C -5.549 0.175 0.082 0.00
C 2.792 1.740 -2.985 0.01
C 0.979 -3.074 -1.839 0.00
C 0.614 -5.788 -2.487 0.01
C -0.513 1.893 4.763 0.00
C 3.866 -3.705 2.869 0.00
C -1.747 5.033 1.252 0.00
C 3.841 -0.957 0.159 0.00
C -0.742 1.439 3.325 0.00
C 3.280 2.631 2.083 0.00
C 4.088 0.092 -0.916 0.01
C 2.613 -4.621 1.058 0.00
C 1.023 -4.877 -3.449 0.00
C 1.044 4.022 -1.375 0.00
C -2.572 -1.913 -3.351 0.00
C -1.846 -3.491 0.863 0.00
C -0.863 3.841 1.337 0.00
C 1.454 -0.300 2.753 -0.01
C 1.188 -3.540 -3.145 0.01
C -0.495 -5.130 2.063 0.00
C -1.501 0.115 3.289 0.00
C 0.381 -5.348 -1.195 0.00
C 2.192 2.383 3.126 0.00
C -3.861 5.763 0.355 0.00
C -1.488 6.292 1.767 0.00
C -0.227 3.447 -2.080 0.00
H 0.478 -5.542 2.295 0.00
H -1.961 0.694 -4.536 0.00
H 0.029 2.834 4.786 0.00
H 4.727 -1.128 0.769 0.00
H 3.131 -1.919 3.753 0.00
H 2.546 -0.192 2.701 0.00
H -3.626 -2.118 -3.493 0.00
H 4.058 3.271 2.496 0.00
H -1.095 4.009 -1.728 0.00
H -1.394 2.170 2.849 0.00
H 5.365 0.246 -2.694 0.00
H -2.822 1.544 -3.239 0.00
H 1.222 -5.213 -4.456 0.00
H -6.557 0.574 -0.039 0.00
H 1.187 -0.428 3.812 0.00
H 2.232 0.430 -4.638 0.00
H 4.414 -5.498 1.818 0.00
H -3.771 -5.634 2.659 0.00
H -1.599 -0.245 2.266 0.00
H 3.736 1.690 1.776 0.00
H -4.780 5.553 -0.171 0.00
H 1.480 -2.857 -3.929 0.00
H 2.444 -5.394 0.322 0.00
H 1.739 3.344 3.368 0.00
H -3.687 -2.453 -0.837 0.01
H -1.560 -6.511 3.307 0.00
H -0.567 6.472 2.296 0.00
H -2.086 -1.981 -4.325 0.00
H 4.663 -1.356 -2.428 0.00
H 0.028 1.142 5.337 0.00
H 3.305 1.758 -5.056 0.00
H -5.638 -0.827 0.500 0.00
H 0.505 -6.833 -2.731 0.00
H 4.681 -3.776 3.575 0.00
H 1.892 2.340 -3.158 0.00
H -1.027 -0.660 3.887 0.00
H 3.942 0.345 -4.227 0.00
H 0.078 -6.041 -0.422 0.00
H 3.622 3.322 -1.773 0.00
H 3.028 -0.629 0.796 0.00
H 3.439 2.572 4.855 0.00
H 2.850 3.117 1.212 0.00
H -4.305 7.832 0.695 0.00
H -5.558 -1.801 -1.895 0.00
H -3.974 -3.737 1.156 0.00
H 4.032 3.430 -3.477 0.00
H -1.476 2.045 5.248 0.00
H -2.503 0.278 3.683 0.00
H -3.615 -1.586 0.718 0.00
H 3.553 -1.901 -0.299 0.00
H -5.017 0.812 0.783 0.00
H 1.034 -0.561 -3.103 0.00
H 5.969 -0.788 -1.410 0.00
H -1.381 1.826 -1.662 0.00
H -4.878 1.182 -1.676 0.00
H -6.642 -0.464 -2.243 0.00
H -2.146 -2.682 -2.711 0.00
H 2.094 1.479 5.125 0.00
H -5.220 -0.702 -3.241 0.00
H -3.655 0.364 -4.229 0.00
H -2.238 8.286 1.939 0.00
H 4.849 2.247 -2.462 0.00
H 3.479 0.962 4.163 0.00
H 2.604 -1.336 -2.813 0.00
H -1.233 -0.481 -2.598 0.00
H -0.010 1.471 -2.507 0.00
H -0.140 3.599 -3.158 0.00
H 4.523 0.986 -0.454 0.00
```

## Properties
2S+1	3
charge	0
⟨S²⟩	2.20
energy above the lowest of the compared OMol25 structures with the same formula, charge and spin	37.8	kJ/mol
LUMO (alpha / beta)	-0.36 / -2.64	eV
HOMO-LUMO gap (alpha / beta)	6.902 / 4.814	eV

[3]
A 5-piece molecular cluster, C48H68F4NO7PS2 overall at a distorted geometry. Source: the OMol25 dataset; level of theory: ωB97M-V/def2-TZVPD.

The geometry in XYZ format:
```
131
Properties=species:S:1:pos:R:3:mulliken_charge:R:1
S 1.061 -0.170 -1.063 0.03
S 1.390 -0.866 -4.002 -0.36
P -0.157 -1.869 -3.261 0.48
F 0.802 6.341 -4.806 -0.36
F 0.997 10.701 -4.876 -0.31
F 3.409 -0.985 0.831 0.16
F 3.055 -8.002 3.267 -0.30
O -0.035 5.002 2.809 -0.58
O -1.554 -1.178 -4.055 -0.55
O 0.161 -3.544 -3.766 -0.54
O -5.045 1.172 1.813 -0.36
O 0.127 -1.686 1.726 0.08
O -1.615 4.833 0.965 -0.32
O -1.371 -1.491 -0.685 -0.31
N -4.178 -2.305 -2.939 -0.66
C 6.631 -1.015 -0.832 -0.56
C 1.981 6.705 -4.285 0.11
C -0.071 1.741 1.628 -0.46
C 6.762 0.354 1.160 -0.53
C -1.111 10.234 -3.927 -0.37
C 3.587 -11.588 3.166 -0.39
C -4.476 0.382 0.683 -0.70
C 3.500 8.434 -3.584 -0.53
C 2.894 5.726 -3.907 -0.33
C -3.313 -2.089 0.623 -1.20
C -0.071 -0.776 2.788 1.17
C 2.274 8.055 -4.131 -0.10
C 4.425 7.458 -3.207 -0.44
C -0.883 4.221 2.084 0.13
C 0.585 -1.191 4.272 -0.26
C -3.026 11.528 -4.631 -0.43
C -0.789 -2.808 1.523 -0.92
C -0.116 -1.646 -1.366 -0.14
C -6.016 2.168 1.339 -0.60
C -1.057 2.635 2.580 0.24
C -2.217 12.258 -5.504 -0.41
C 4.124 6.105 -3.370 -0.48
C 0.044 -0.618 5.549 -0.84
C -2.524 -2.879 3.749 -1.19
C -3.300 -0.615 1.337 1.11
C -1.840 -5.139 2.650 -0.73
C -0.852 11.982 -5.583 -0.41
C -3.322 -4.339 -1.443 -0.79
C 0.813 0.599 2.395 -0.51
C -1.903 -4.034 -0.689 -0.07
C 2.978 -9.279 2.871 0.31
C -0.934 4.649 -0.324 0.18
C -0.611 -6.141 2.253 -0.25
C 2.205 -9.606 1.762 -0.17
C 2.818 -11.925 2.050 -0.43
C 5.291 -1.286 -0.557 -0.42
C -0.312 10.970 -4.796 0.37
C -0.060 5.940 -0.838 -0.83
C 2.129 -10.935 1.347 -0.47
C 5.419 0.092 1.429 -0.43
C -1.790 -2.644 0.183 1.51
C -1.378 -3.541 2.831 1.08
C 7.366 -0.197 0.029 -0.52
C -3.452 -3.629 -2.951 -0.31
C -2.474 10.518 -3.840 -0.46
C 0.613 -6.228 3.337 -0.77
C 3.672 -10.257 3.575 -0.46
C 4.697 -0.729 0.570 0.35
H -0.208 12.545 -6.249 0.40
H -4.288 -4.229 -0.797 0.17
H 1.429 -5.438 2.967 0.15
H 1.465 -1.960 4.243 0.29
H 1.534 -11.199 0.476 0.35
H 1.546 8.800 -4.437 0.55
H -4.089 11.746 -4.566 0.36
H -4.006 1.093 -0.147 0.27
H -2.431 -3.625 -3.522 0.08
H -2.253 -5.499 3.698 0.48
H -1.128 -0.352 3.023 -0.38
H -1.797 4.468 -1.129 0.30
H 0.490 -2.583 -0.941 0.09
H 2.094 -0.649 -0.239 0.14
H -4.156 -4.377 -3.561 0.38
H 0.716 2.507 1.157 0.51
H -0.036 -3.645 1.085 -0.25
H 5.382 7.754 -2.784 0.36
H 1.745 0.221 1.788 -0.42
H -1.040 -7.242 2.083 0.38
H 8.413 0.011 -0.184 0.37
H -5.494 3.231 1.385 0.19
H -3.540 -1.646 -2.439 0.25
H 7.338 0.987 1.832 0.37
H -4.007 -1.922 -0.335 0.59
H -4.139 -1.976 -3.951 0.32
H 0.254 -5.892 4.399 0.29
H -0.763 2.584 3.711 0.35
H -3.836 -2.940 1.232 0.00
H -3.105 9.954 -3.158 0.35
H -1.692 -5.023 -0.052 -0.08
H 2.640 4.678 -4.032 0.48
H 7.103 -1.440 -1.715 0.37
H 0.742 -0.651 6.507 0.23
H -1.066 -0.220 5.566 0.20
H -2.446 -1.746 4.003 -0.04
H -2.306 -0.010 1.230 -1.17
H 4.271 -9.976 4.435 0.40
H -2.482 -3.440 4.805 0.41
H -0.262 6.938 -0.261 0.28
H 0.981 -3.882 -3.260 0.40
H -5.327 -0.251 0.183 0.48
H 2.756 -12.962 1.729 0.36
H -1.440 -0.184 -4.189 0.35
H -2.650 13.041 -6.122 0.35
H 4.707 -1.926 -1.210 0.38
H -2.761 -5.216 1.902 0.14
H -3.649 -3.057 3.390 0.20
H 1.669 -8.826 1.233 0.44
H -2.212 2.384 2.435 0.03
H -0.109 -5.851 1.212 0.08
H 1.190 1.095 3.413 0.52
H 4.932 0.519 2.299 0.44
H -0.680 1.332 0.686 0.11
H -6.873 2.214 2.169 0.21
H -0.666 9.448 -3.326 0.53
H -6.465 1.909 0.290 0.29
H -3.278 -5.505 -1.711 0.47
H 4.119 -12.361 3.715 0.35
H -0.235 3.714 -0.390 -0.09
H 1.153 -7.287 3.325 0.16
H -0.322 6.145 -1.984 0.17
H -1.089 -4.143 -1.558 0.15
H -0.432 -3.662 3.560 0.10
H 3.735 9.488 -3.452 0.39
H 4.847 5.346 -3.080 0.38
H -3.556 -0.630 2.497 0.21
H 1.107 5.697 -0.837 0.23
```

## Properties
structure (SMILES)	C=C[C@@H](CCCC(=O)OCC)O[C@@H]([C@@H](C)CCC)[C@@](CCCN)(CCCOC)O[C@H](S)P(O)(O)=S.Fc1ccccc1.Fc1ccccc1.Fc1ccccc1.Fc1ccccc1
charge	0
energy above the lowest of the compared OMol25 structures with the same formula, charge and spin	1311.6	kJ/mol
LUMO	-0.26	eV
HOMO-LUMO gap	7.469	eV